{"formula": "C55H50BeCl5Ge2NS5", "method": "ωB97M-V/def2-TZVPD", "homo_energy_ha": -0.049, "total_charge": -2, "elements": ["Ge", "Ge", "Cl", "Cl", "Cl", "Cl", "Cl", "S", "S", "S", "S", "S", "N", "C", "C", "C", "C", "C", "C", "C", "C", "C", "C", "C", "C", "C", "C", "C", "C", "C", "C", "C", "C", "C", "C", "C", "C", "C", "C", "C", "C", "C", "C", "C", "C", "C", "C", "C", "C", "C", "C", "C", "C", "C", "C", "C", "C", "C", "C", "C", "C", "C", "C", "C", "C", "C", "C", "C", "Be", "H", "H", "H", "H", "H", "H", "H", "H", "H", "H", "H", "H", "H", "H", "H", "H", "H", "H", "H", "H", "H", "H", "H", "H", "H", "H", "H", "H", "H", "H", "H", "H", "H", "H", "H", "H", "H", "H", "H", "H", "H", "H", "H", "H", "H", "H", "H", "H", "H", "H"], "xyz": [[0.0538, -1.8568, 0.7951], [-0.5093, 1.5753, 0.3836], [8.3891, 0.0922, -0.3485], [6.9962, -0.1079, 4.8342], [4.0088, -0.4162, 3.9837], [5.4369, -0.3846, -1.1455], [9.1778, 0.2092, 2.6524], [2.2687, -2.2314, 0.6188], [2.6347, 1.3890, 0.0210], [-1.7932, 0.9408, 2.3872], [-0.8328, 0.0094, -1.0391], [0.0491, 0.7101, 3.2564], [2.1080, 0.8664, 1.5378], [-0.6727, -4.8527, 2.8315], [-1.7289, 4.7832, 2.9822], [-4.0587, 2.7387, 0.7970], [1.8270, 2.1689, -3.8032], [-3.7587, 3.4001, 3.4728], [-2.4270, 5.4234, -0.2551], [-0.3188, -4.1133, -1.4741], [-1.7726, -3.8310, 2.8358], [1.8835, -2.3969, -4.0019], [4.8225, -0.3564, 1.4493], [-2.5681, -5.0574, -0.1476], [3.1325, -2.9327, -3.7194], [-5.6818, 1.9196, 4.1187], [-2.1073, 4.1424, 0.1864], [3.2241, -3.8950, -2.7286], [4.3007, 1.9157, -4.1248], [0.9053, 3.4771, -2.0177], [0.7543, -2.7802, -3.2956], [-0.5874, -2.2289, -3.6711], [4.3422, -2.4888, -4.4945], [-0.6615, 2.3207, -3.6131], [-2.3120, -3.3786, 1.6294], [-0.7135, -3.4800, -0.2925], [2.1146, -4.2857, -1.9909], [-4.9284, 2.2359, 1.7512], [-3.8809, -1.8988, 0.3420], [-4.2300, 2.3986, -0.6513], [2.2751, -5.3056, -0.9038], [5.8460, -0.2658, 0.5116], [-1.0398, -5.1974, -1.9715], [-4.7816, 2.5455, 3.0943], [2.4341, 4.7751, -0.4779], [-1.0061, 3.4597, -0.3279], [2.1913, 3.8530, -1.6374], [-3.3129, -2.4033, 1.6335], [-3.6667, -1.7007, 5.3430], [5.2291, -0.2963, 2.7776], [-1.6655, 6.0469, -1.2233], [-2.8681, 3.9119, 2.5445], [0.8892, 1.1054, 1.7984], [3.2815, 3.3574, -2.3372], [6.5537, -0.1505, 3.1731], [-2.1626, -5.6707, -1.3187], [-3.7458, -1.8834, 2.8431], [-3.2139, -2.3163, 4.0498], [-1.8514, -3.9792, 0.3524], [-0.2621, 4.0793, -1.3323], [-3.0119, 3.5653, 1.2028], [0.7172, 2.6593, -3.1349], [-2.2322, -3.2953, 4.0295], [3.1173, 2.4947, -3.4066], [-0.5951, 5.3633, -1.7616], [7.1788, -0.0825, 0.8601], [7.5367, -0.0284, 2.2010], [0.8780, -3.6973, -2.2491], [3.0801, -0.4368, 0.9320], [-1.3445, -3.0120, -3.6600], [-3.0745, -1.6315, -0.3402], [2.5564, -4.7784, 0.0092], [-2.7175, -6.5138, -1.7177], [0.2555, -4.3900, 2.4873], [1.7908, -1.6554, -4.7864], [5.2446, -2.9717, -4.1247], [-3.4393, -5.4161, 0.3912], [4.1847, -4.3385, -2.4992], [1.3419, -5.8375, -0.7177], [-3.2283, -0.7079, 5.4468], [4.2279, -2.7275, -5.5543], [-3.3549, -2.3019, 6.1956], [-4.4907, -1.0983, 2.8447], [-4.7520, -1.5965, 5.3638], [-6.6745, 1.7378, 3.7083], [4.3730, 0.8504, -3.9053], [4.4754, -1.4110, -4.4054], [-3.3478, 1.8705, -1.0167], [-1.0265, 1.4503, -3.0661], [-0.5518, -1.7730, -4.6594], [-3.6304, 3.6487, 4.5184], [-1.9047, 7.0494, -1.5600], [-4.3441, 3.3044, -1.2513], [4.2009, 2.0358, -5.2051], [-1.8002, -3.6354, 4.9630], [-0.7003, -5.6757, -2.8838], [-0.7799, 4.2708, 2.8184], [-5.7719, 2.5480, 5.0036], [3.0601, -6.0239, -1.1501], [-0.6555, 2.0812, -4.6750], [-0.9038, -5.6658, 2.1445], [4.2777, 3.6339, -2.0167], [5.2250, 2.3886, -3.7987], [-4.4908, -1.0153, 0.5193], [-3.2815, 5.9273, 0.1794], [-5.7327, 1.5802, 1.4392], [2.8518, 5.7225, -0.8247], [3.1460, 4.3109, 0.2016], [-0.5062, -5.2607, 3.8279], [-1.7037, 5.7096, 2.4085], [0.0142, 5.8241, -2.5284], [1.5158, 4.9812, 0.0658], [-0.8902, -1.4712, -2.9501], [1.6823, 1.5102, -4.6499], [-5.1008, 1.7638, -0.7977], [-5.2558, 0.9627, 4.4224], [-4.4886, -2.6645, -0.1454], [-1.3532, 3.1421, -3.4323], [-1.8110, 5.0172, 4.0419]], "atomic_forces_ev_per_a": [[-0.004, 0.116, -0.158], [-0.261, 0.027, 0.561], [0.303, 0.015, -0.257], [0.048, 0.015, 0.348], [-0.328, -0.071, 0.521], [-0.114, -0.083, -0.766], [0.354, 0.022, 0.088], [0.060, -0.028, -0.284], [0.399, 0.543, -1.189], [-0.088, 0.172, -0.655], [0.183, 0.008, 0.215], [0.258, -0.033, 0.618], [-0.672, -0.056, 0.776], [-0.008, 0.065, -0.026], [-0.032, -0.031, -0.003], [0.028, 0.060, 0.011], [0.003, -0.002, 0.090], [-0.128, 0.083, -0.044], [-0.020, 0.077, -0.030], [-0.093, -0.121, -0.036], [-0.100, -0.087, -0.036], [0.064, -0.019, 0.059], [-0.092, -0.005, -0.067], [-0.134, -0.120, -0.036], [0.023, -0.085, 0.031], [0.097, -0.004, -0.056], [-0.081, 0.225, 0.040], [-0.011, 0.073, -0.084], [-0.041, -0.032, 0.042], [0.321, 0.003, -0.210], [0.001, -0.013, -0.046], [-0.011, 0.045, 0.085], [-0.086, -0.020, 0.026], [-0.020, -0.066, -0.018], [-0.325, -0.070, 0.425], [0.105, 0.369, 0.193], [-0.047, -0.070, -0.031], [0.002, -0.030, 0.103], [0.059, -0.036, 0.001], [0.071, -0.010, -0.065], [0.009, -0.015, 0.068], [-0.031, -0.002, 0.619], [0.010, -0.034, -0.090], [-0.105, 0.104, 0.026], [0.002, -0.039, -0.003], [0.338, -0.984, 0.486], [-0.068, 0.193, -0.064], [-0.027, -0.094, 0.083], [0.033, 0.019, -0.116], [0.008, -0.034, -0.404], [-0.040, 0.064, -0.017], [-0.110, 0.162, -0.001], [-0.115, 0.186, -0.501], [-0.016, 0.008, -0.123], [-0.039, 0.023, -0.155], [-0.122, -0.145, -0.038], [0.084, -0.157, 0.080], [-0.012, -0.060, -0.021], [0.005, -0.029, -0.129], [0.024, 0.224, -0.167], [-0.351, 0.056, 0.243], [-0.019, 0.020, -0.045], [-0.057, 0.090, -0.010], [-0.002, 0.064, -0.009], [-0.010, 0.049, -0.032], [-0.059, -0.008, 0.062], [-0.175, 0.014, -0.078], [0.282, -0.013, -0.182], [0.705, -0.400, 0.498], [-0.077, -0.003, -0.062], [0.002, 0.095, -0.077], [-0.016, -0.083, 0.100], [0.026, 0.009, 0.003], [0.120, -0.047, -0.013], [-0.046, 0.065, -0.100], [0.063, -0.021, 0.008], [-0.018, 0.008, 0.008], [0.115, -0.026, 0.018], [0.078, -0.055, 0.037], [-0.002, 0.123, 0.085], [0.065, 0.031, -0.047], [-0.004, -0.016, 0.071], [-0.101, 0.107, -0.027], [-0.054, 0.036, 0.065], [-0.061, -0.039, 0.035], [0.072, -0.066, -0.034], [0.058, 0.066, -0.037], [-0.011, -0.091, -0.138], [-0.084, -0.005, -0.005], [-0.027, 0.048, -0.066], [0.020, 0.002, 0.117], [-0.015, -0.015, 0.010], [0.002, -0.023, -0.047], [0.037, -0.030, -0.030], [0.042, -0.035, 0.080], [0.014, -0.004, -0.054], [0.089, -0.050, -0.009], [-0.032, 0.005, 0.063], [-0.006, 0.000, -0.015], [-0.001, 0.005, -0.109], [0.062, -0.079, -0.015], [0.113, -0.018, 0.038], [0.071, -0.001, -0.012], [-0.073, 0.091, -0.033], [-0.070, -0.011, 0.032], [-0.055, -0.067, -0.026], [0.010, 0.081, 0.018], [0.058, -0.020, 0.108], [0.011, 0.012, 0.046], [0.064, 0.064, 0.033], [0.046, -0.013, -0.059], [0.036, 0.045, 0.096], [-0.107, 0.025, -0.066], [-0.027, -0.073, -0.102], [-0.053, -0.067, -0.044], [-0.061, -0.110, 0.110], [-0.044, -0.007, -0.046], [-0.084, 0.034, -0.070], [0.024, 0.039, 0.053]], "lowdin_charge": [0.607, 0.437, 0.637, 0.636, 0.677, 0.684, 0.632, 0.276, 0.717, 0.237, 0.207, 0.417, -0.513, -0.031, -0.023, -0.239, -0.005, -0.050, -0.047, -0.224, -0.237, -0.013, -0.244, -0.054, -0.275, -0.050, -0.229, -0.022, -0.052, -0.175, -0.202, -0.049, -0.058, -0.054, -0.212, -0.231, -0.252, -0.033, -0.031, -0.024, -0.060, -0.712, -0.060, -0.298, -0.049, -0.136, -0.304, -0.232, -0.062, -0.693, -0.075, -0.269, -0.979, -0.068, -0.724, -0.092, -0.049, -0.281, -0.263, -0.228, -0.214, -0.213, -0.014, -0.274, -0.041, -0.721, -0.730, -0.148, -0.406, 0.075, 0.040, 0.022, 0.089, 0.072, 0.109, 0.069, 0.113, 0.112, 0.072, 0.074, 0.072, 0.066, 0.102, 0.068, 0.072, 0.051, 0.053, 0.057, -0.004, 0.072, 0.113, 0.096, 0.084, 0.074, 0.108, 0.115, 0.087, 0.071, 0.072, 0.074, 0.078, 0.119, 0.072, 0.066, 0.118, 0.112, 0.080, 0.062, 0.072, 0.075, 0.121, 0.072, -0.020, 0.114, 0.075, 0.064, 0.080, 0.075, 0.074]}

---

{"formula": "C22H50NO14", "method": "ωB97M-V/def2-TZVPD", "homo_energy_ha": -0.115, "total_charge": -1, "elements": ["O", "O", "O", "O", "O", "O", "O", "O", "O", "O", "O", "O", "O", "O", "N", "C", "C", "C", "C", "C", "C", "C", "C", "C", "C", "C", "C", "C", "C", "C", "C", "C", "C", "C", "C", "C", "C", "H", "H", "H", "H", "H", "H", "H", "H", "H", "H", "H", "H", "H", "H", "H", "H", "H", "H", "H", "H", "H", "H", "H", "H", "H", "H", "H", "H", "H", "H", "H", "H", "H", "H", "H", "H", "H", "H", "H", "H", "H", "H", "H", "H", "H", "H", "H", "H", "H", "H"], "xyz": [[-13.3243, 4.8576, -6.9141], [-17.2210, 1.3228, -7.5973], [-14.0339, 5.7297, -8.7485], [-19.7484, 3.8874, -11.2285], [-12.3691, 2.0521, -12.8635], [-17.9034, 2.8766, -10.3931], [-18.8714, 4.6626, -9.3845], [-18.9631, 0.0615, -6.8974], [-13.1148, 0.0099, -9.1707], [-15.9537, -1.3530, -10.7815], [-13.7430, 3.1552, -11.4242], [-17.6663, 1.0525, -5.4031], [-14.9742, 3.7514, -7.9859], [-11.5100, 3.4861, -11.5209], [-15.5745, 1.3118, -9.7945], [-11.8481, 1.8958, -8.2502], [-16.5519, 1.8502, -5.0658], [-17.6973, -0.1373, -11.9838], [-19.3417, -0.2364, -8.2250], [-17.9220, -2.4969, -11.3297], [-13.1241, 0.2867, -6.7535], [-11.5092, 5.8713, -11.2439], [-13.3369, 1.3788, -13.6366], [-12.6297, 2.9018, -11.8528], [-14.9917, 5.8222, -9.8434], [-17.8986, 0.8632, -6.7175], [-19.8574, 2.8498, -12.1466], [-18.0079, 4.7525, -8.2570], [-18.7549, 3.7286, -10.3421], [-19.0173, 4.7835, -7.0180], [-12.2427, 4.5792, -4.8418], [-20.4771, 0.6425, -8.7753], [-12.3865, 0.4547, -8.0573], [-16.9385, -1.4009, -11.7241], [-13.2026, 3.9247, -5.8322], [-14.1462, 4.6665, -7.9163], [-11.4789, 4.5210, -10.5207], [-15.5918, 1.3367, -5.1198], [-20.8831, 0.3076, -9.7295], [-12.5234, 6.2012, -11.4671], [-16.6237, 1.9792, -3.9833], [-18.4205, -0.3669, -8.7979], [-19.9022, 4.2119, -7.2865], [-11.4693, -0.1517, -8.0120], [-21.3718, 0.5737, -8.1513], [-11.1774, 4.4534, -5.0420], [-18.4368, -2.2459, -10.3986], [-11.0542, 6.6381, -10.6144], [-17.4327, 5.6750, -8.2922], [-12.5122, 0.4676, -5.8654], [-14.6188, 1.1977, -9.4248], [-10.5006, 4.4806, -10.0449], [-14.0471, 0.8731, -6.7346], [-15.8648, 0.4066, -10.2021], [-18.6443, -2.6651, -12.1353], [-16.4845, -1.6890, -12.6885], [-12.2700, 4.4142, -9.7836], [-18.6626, -0.1699, -12.4972], [-15.5736, 2.0523, -10.4850], [-13.4748, -0.7471, -6.7510], [-18.4723, 4.5616, -6.1023], [-19.0301, 2.7666, -12.8538], [-11.2070, 2.2202, -7.4223], [-16.2751, 1.5267, -9.0896], [-17.3474, -3.3939, -11.0977], [-12.3291, 4.2146, -3.8166], [-12.9481, 0.6954, -14.3871], [-12.7128, 2.5422, -8.4222], [-19.3052, 5.8349, -6.9575], [-18.0536, 0.1896, -10.9985], [-17.0331, 0.6443, -12.3578], [-17.3710, 3.9054, -8.0077], [-14.1782, 3.9367, -5.3439], [-14.3761, 5.9634, -10.7269], [-13.9281, 0.7919, -12.9300], [-19.6295, -1.2899, -8.2548], [-10.9458, 5.9064, -12.1762], [-20.2107, 1.6998, -8.7582], [-12.8842, 2.9469, -6.1869], [-11.1809, 2.0189, -9.1058], [-20.7548, 2.9793, -12.7500], [-19.8916, 1.8867, -11.6349], [-16.6331, 2.8307, -5.5317], [-14.0058, 2.1191, -14.0787], [-15.7821, 6.5528, -9.6783], [-12.3987, 5.6555, -4.7598], [-15.5256, 4.8780, -9.9549]], "atomic_forces_ev_per_a": [[1.260, 0.637, -0.409], [-0.358, 0.297, 0.452], [-0.660, -0.329, 0.004], [0.203, 1.082, 1.010], [2.074, 0.469, 0.115], [-0.470, 0.473, -0.030], [-0.289, 0.142, -1.074], [0.189, 0.800, 1.569], [0.142, 1.563, 1.475], [-0.516, 1.665, 0.094], [0.795, -0.059, -0.127], [-0.944, -0.859, -0.739], [1.646, 1.753, -0.174], [1.155, -0.074, 0.547], [-0.499, 0.691, -0.124], [0.002, -0.084, -0.008], [0.192, 0.323, 1.374], [-0.622, 1.328, 1.253], [0.153, -1.242, -1.414], [-0.117, -0.322, -0.268], [-0.625, -0.498, 0.108], [-0.374, 0.444, 0.321], [-2.016, 0.183, 1.491], [-2.293, -0.560, -1.105], [0.256, -1.311, 0.181], [0.123, -0.404, -0.107], [-0.036, -1.676, -1.214], [-1.333, -0.889, 2.426], [0.895, -0.217, 0.577], [1.301, 1.698, -1.611], [0.749, 0.105, 0.418], [0.053, -0.063, 0.808], [0.368, -0.349, -2.642], [0.797, -1.617, 0.346], [-0.245, 0.799, 0.785], [-2.550, -1.220, 0.199], [0.286, 0.777, -0.949], [-0.052, 0.061, -1.096], [0.717, 0.089, -0.324], [0.009, -0.064, -0.070], [-0.451, 0.238, 0.007], [-0.103, 1.054, -0.534], [0.208, -0.384, 0.505], [0.375, -0.322, 0.470], [0.211, -0.146, 0.483], [-0.077, -0.128, -0.554], [-0.134, 0.262, -0.011], [-0.131, 0.000, 0.192], [-0.006, -0.088, -0.240], [0.026, 0.128, 0.148], [0.751, -0.900, 0.277], [-0.111, -0.634, 0.097], [0.071, 0.353, 0.000], [0.419, -1.350, -0.571], [-0.238, -0.316, 0.070], [-0.103, -0.320, -0.568], [0.064, -0.126, -0.191], [0.298, -0.398, -0.846], [0.024, -0.040, -0.148], [0.112, -0.095, 0.193], [-0.365, -0.490, 0.045], [0.262, 0.335, 0.232], [-0.295, 0.246, 0.430], [0.411, 0.176, 0.075], [-0.069, -0.117, -0.244], [-0.462, -0.363, -0.115], [0.747, 0.410, 0.202], [0.079, 0.244, 0.195], [-0.439, -0.054, 0.296], [0.286, 0.332, 0.250], [-0.205, 0.127, -0.225], [0.202, -0.162, -1.245], [-0.131, -0.664, -0.137], [-0.391, 0.353, -0.046], [-0.213, -0.223, -0.226], [-0.590, 0.063, 0.613], [0.070, -0.489, 0.022], [0.146, -0.006, -0.440], [-0.244, 0.063, 0.059], [-0.243, -0.504, -0.327], [-0.126, 0.267, 0.345], [-0.111, 0.017, -0.001], [0.515, -0.171, -0.294], [0.011, -0.075, -0.259], [0.564, 0.531, 0.194], [-0.271, 0.004, -0.257], [0.291, -0.182, 0.013]], "lowdin_charge": [0.028, 0.112, -0.014, 0.011, -0.007, 0.131, 0.020, 0.045, -0.301, -0.282, 0.105, 0.007, 0.086, 0.041, 0.272, -0.086, -0.053, -0.115, -0.210, -0.102, -0.104, -0.056, -0.038, -0.568, -0.015, -0.530, -0.075, -0.185, -0.563, -0.032, -0.063, -0.037, -0.653, -0.718, -0.177, -0.577, -0.177, 0.090, 0.076, 0.052, 0.092, 0.109, 0.074, 0.100, 0.071, 0.072, 0.047, 0.077, 0.107, 0.061, 0.070, 0.124, 0.045, 0.056, 0.055, 0.103, 0.093, 0.063, 0.076, 0.074, 0.063, 0.100, 0.064, 0.044, 0.065, 0.072, 0.091, 0.046, 0.062, 0.045, 0.068, 0.085, 0.118, 0.069, 0.101, 0.121, 0.080, 0.064, 0.088, 0.063, 0.095, 0.077, 0.082, 0.091, 0.086, 0.075, 0.079]}